No. 1
80
Properties=species:S:1:pos:R:3:forces:R:3:lowdin_charge:R:1 method="wB97M-V/def2-TZVPD" largest_force_ev_per_a=0.6 e_lumo_ev=-6.851 e_tot_ev=-57104.050 homo_ev=-14.210 homo_lumo_gap_ev=7.36 total_charge=+2
Zr -0.083324 0.040002 -0.628785 0.036 0.231 0.262 1.971
C 2.976857 0.863366 -1.205381 0.085 0.016 0.016 -0.041
N 1.703534 0.745894 -1.959730 -0.084 -0.031 0.149 -0.352
C 1.954228 -0.007645 -3.213573 0.027 -0.032 -0.083 -0.051
C 1.241364 2.120728 -2.324362 -0.025 0.006 -0.038 -0.168
C -0.130893 2.046952 -2.961696 -0.006 -0.020 -0.002 -0.173
N -0.940416 1.066832 -2.208528 0.102 0.048 0.126 -0.147
C -2.316164 1.327784 -2.189905 -0.211 -0.019 0.010 -0.179
C -3.048292 0.946780 -1.075728 0.020 0.042 -0.063 -0.116
F -2.321559 0.257502 -0.094981 0.002 0.089 -0.039 -0.030
C -4.391692 1.164064 -0.893271 0.005 -0.063 0.049 -0.212
F -4.974190 0.734497 0.220592 0.007 0.002 0.001 0.135
C -5.102017 1.811298 -1.883135 -0.017 0.022 -0.044 0.118
C -4.419366 2.192281 -3.023715 -0.034 -0.009 0.037 -0.188
F -5.068393 2.794319 -4.006090 0.013 -0.001 -0.015 0.149
C -3.062146 1.948850 -3.192664 0.098 -0.041 0.013 -0.143
F -2.481869 2.291141 -4.345015 -0.009 0.008 0.001 0.123
H 3.740095 1.326321 -1.835335 -0.023 -0.002 -0.026 0.118
H 3.327160 -0.126595 -0.912436 -0.018 -0.004 0.008 0.090
H 2.832832 1.474519 -0.316323 -0.015 -0.007 -0.003 0.084
H 2.557091 0.602165 -3.890119 -0.006 0.018 0.017 0.117
H 1.016822 -0.256096 -3.707316 -0.003 0.004 0.010 0.090
H 2.512819 -0.914356 -3.001225 -0.007 0.004 0.027 0.084
H 1.967483 2.568752 -3.007572 0.020 0.018 0.034 0.145
H 1.209899 2.710175 -1.409921 -0.013 0.003 0.004 0.122
H -0.077094 1.783945 -4.018728 0.017 -0.028 0.004 0.125
H -0.586545 3.035734 -2.898573 0.002 0.006 -0.033 0.144
H -6.159580 2.008618 -1.777001 0.000 -0.003 0.001 0.157
C -3.034343 -1.897912 -3.432172 -0.005 0.014 0.024 -0.044
C -3.030644 -2.318870 -1.966507 0.003 -0.051 -0.054 -0.366
C -3.630607 -3.726388 -1.807731 -0.006 0.015 0.012 -0.026
C -1.657318 -2.326550 -1.335651 0.027 0.079 -0.056 -0.226
C -1.530253 -2.399872 0.065942 0.017 0.074 -0.007 -0.032
C -0.298875 -2.572449 0.684704 0.007 0.097 -0.019 -0.038
C 0.880052 -2.659667 -0.070943 0.020 0.058 -0.026 -0.298
C 2.201329 -2.953864 0.581052 -0.015 -0.030 -0.030 -0.008
C 0.769105 -2.487925 -1.453483 0.095 0.049 0.062 -0.071
C -0.476398 -2.330920 -2.077964 -0.002 0.106 -0.011 -0.049
H -4.061484 -1.804008 -3.781624 -0.002 -0.002 0.002 0.101
H -2.553111 -2.650215 -4.060461 0.001 0.001 -0.005 0.095
H -2.538420 -0.939032 -3.594451 0.004 -0.005 -0.007 0.068
H -3.653897 -1.628586 -1.390908 -0.002 0.002 0.011 0.130
H -3.028986 -4.463618 -2.341903 0.003 0.001 -0.003 0.099
H -4.636156 -3.743873 -2.225608 0.000 -0.001 0.001 0.098
H -3.696417 -4.028420 -0.762085 0.001 -0.003 -0.002 0.087
H -2.423193 -2.335082 0.677654 -0.006 -0.018 -0.006 0.147
H -0.250628 -2.631180 1.766165 -0.005 -0.021 -0.001 0.132
H 3.014442 -2.363953 0.154215 0.002 0.006 0.016 0.089
H 2.460995 -4.002487 0.422068 -0.010 -0.003 0.005 0.117
H 2.160433 -2.808834 1.662649 0.015 0.000 0.003 0.098
H 1.661077 -2.530867 -2.063720 0.000 -0.081 0.007 0.122
H -0.515258 -2.215716 -3.153035 -0.016 -0.072 -0.006 0.127
O 1.206619 -0.082506 1.243405 0.038 -0.092 -0.265 -0.154
C 1.063626 0.945610 2.327522 -0.107 0.028 0.023 -0.244
C -0.071920 1.815956 1.754893 0.182 0.018 0.234 -0.520
O -0.823545 2.458520 2.414129 0.109 0.022 -0.041 0.202
O -0.106906 1.754381 0.411977 -0.307 -0.449 -0.331 -0.188
C 0.642335 0.200502 3.574559 0.012 0.035 -0.074 -0.145
C -0.610172 -0.418672 3.592971 0.026 -0.006 0.035 -0.040
C -1.012280 -1.155127 4.691461 -0.023 0.009 -0.028 -0.051
C -0.166759 -1.274559 5.790299 0.006 -0.002 0.012 -0.048
C 1.067049 -0.647892 5.785195 0.012 0.000 0.008 -0.039
C 1.474305 0.091856 4.679833 -0.006 -0.008 0.006 0.006
C 2.351401 1.735341 2.418589 -0.001 0.020 -0.018 -0.181
C 3.577204 1.072326 2.374747 0.001 0.025 0.003 -0.057
C 4.762928 1.783258 2.465742 0.016 -0.043 -0.002 -0.052
C 4.734868 3.164350 2.610196 -0.024 0.016 0.003 -0.050
C 3.518528 3.826039 2.670500 0.032 -0.002 0.004 -0.037
C 2.328137 3.116682 2.574902 -0.015 -0.011 -0.009 0.006
H 1.811813 -0.772353 1.543861 -0.036 -0.031 0.113 0.080
H -1.297917 -0.286207 2.761945 -0.010 -0.006 -0.005 0.114
H -1.992167 -1.613813 4.709382 0.002 0.001 0.002 0.115
H -0.484176 -1.840228 6.655778 0.003 0.000 0.001 0.118
H 1.716239 -0.720902 6.647021 -0.001 0.001 0.000 0.119
H 2.430620 0.596543 4.695930 -0.003 -0.006 0.010 0.121
H 3.626608 -0.010154 2.298576 0.007 0.001 -0.006 0.119
H 5.708726 1.258531 2.440503 -0.001 0.002 -0.002 0.116
H 5.660165 3.718687 2.687644 -0.001 0.004 0.001 0.118
H 3.489945 4.899533 2.798609 -0.001 0.000 -0.002 0.120
H 1.386659 3.646782 2.644145 0.003 -0.001 -0.001 0.126

No. 2
85
Properties=species:S:1:pos:R:3:forces:R:3:lowdin_charge:R:1 method="wB97M-V/def2-TZVPD" largest_force_ev_per_a=1.5 e_lumo_ev="-4.357 / -4.349" e_tot_ev=-85048.648 homo_ev="-11.500 / -11.326" de_lowest_kcal_mol=26.8 spin_multiplicity=2 homo_lumo_gap_ev="7.14 / 6.98" total_charge=+1
Ir 0.184777 0.861730 0.241283 -1.090 0.477 -0.923 1.112
C 2.101334 1.047451 3.647213 -0.041 -0.029 -0.055 -0.006
C 1.544254 2.198499 2.894387 -0.100 0.096 0.023 -0.324
N 0.836205 2.191463 1.771142 0.070 -0.249 0.499 -0.034
C 0.525932 3.498212 1.473834 0.067 -0.058 -0.194 -0.124
C 1.052453 4.314584 2.421171 0.002 -0.006 0.057 -0.048
N 1.679814 3.475531 3.300243 0.028 0.038 0.030 0.208
C 1.057093 5.783083 2.674946 -0.001 0.045 -0.042 -0.466
O 0.433988 6.543627 1.796374 0.039 -0.041 0.048 0.167
O 1.616456 6.195674 3.655134 0.000 0.000 0.000 0.141
C -0.206802 3.757536 0.225729 -0.115 -0.204 0.057 -0.497
O -0.554274 4.860295 -0.134623 0.036 0.028 0.042 0.128
O -0.443838 2.648759 -0.451076 0.399 0.431 0.066 -0.254
H 1.570817 0.132543 3.392084 -0.015 0.000 0.003 0.064
H 2.008726 1.224883 4.718420 0.002 -0.021 -0.006 0.098
H 3.154368 0.908218 3.401454 -0.001 -0.003 -0.002 0.090
H 2.171646 3.815818 4.116563 -0.028 -0.007 0.014 0.188
H 0.038952 6.023729 1.055635 -0.025 0.018 -0.026 0.085
F 5.675585 1.260234 -4.124494 -0.007 -0.003 0.011 0.164
C 4.899466 1.004166 -3.086353 -0.006 -0.012 -0.022 -0.119
C 3.930698 0.014930 -3.173737 0.067 -0.020 0.017 -0.152
F 3.783067 -0.675113 -4.300604 -0.023 0.023 0.003 0.142
C 3.131508 -0.247944 -2.081704 0.154 -0.231 0.087 -0.265
F 2.231002 -1.232419 -2.190793 -0.081 0.079 0.017 0.087
C 3.244657 0.462041 -0.891505 0.013 0.023 0.112 -0.465
S 2.333197 0.045984 0.549960 0.293 -0.194 -0.510 0.808
C 4.225411 1.449607 -0.834884 -0.068 0.142 -0.042 -0.228
F 4.385814 2.176693 0.269879 -0.012 -0.029 0.004 0.100
C 5.054139 1.718896 -1.909774 0.015 0.034 0.000 -0.132
F 5.987369 2.657767 -1.823498 -0.026 -0.003 -0.007 0.149
N -0.278751 -0.800396 0.998509 0.606 -0.244 0.705 -0.101
C -0.334274 -1.848800 1.701262 -0.361 0.214 -0.049 -0.275
C 0.645400 -2.970089 1.712311 0.053 0.109 0.124 -0.163
C 0.659816 -3.833009 2.812024 0.045 0.027 0.019 -0.024
C 1.571723 -4.873968 2.875513 -0.001 0.019 0.010 -0.056
C 2.478807 -5.067549 1.844700 0.016 -0.012 -0.006 -0.058
C 2.488302 -4.201284 0.759958 -0.007 -0.011 0.022 -0.052
C 1.583765 -3.156037 0.696635 -0.066 -0.067 -0.053 -0.073
C -1.554649 -1.921234 2.572844 -0.050 -0.104 -0.009 -0.203
C -1.950982 -0.792394 3.284639 0.043 -0.028 0.054 -0.040
C -3.090708 -0.831070 4.072063 -0.002 0.000 -0.010 -0.061
C -3.853380 -1.989518 4.128599 -0.019 0.008 0.009 -0.063
C -3.474940 -3.109242 3.400393 0.004 0.007 -0.014 -0.055
C -2.325599 -3.079871 2.625490 -0.052 0.031 -0.062 -0.036
H -0.029648 -3.681985 3.630416 -0.004 -0.009 -0.006 0.116
H 1.575504 -5.530486 3.735161 -0.012 -0.006 -0.011 0.113
H 3.179853 -5.890674 1.887497 0.012 0.017 0.009 0.113
H 3.205363 -4.337945 -0.038890 -0.019 -0.006 -0.003 0.114
H 1.611689 -2.484757 -0.144275 0.014 0.034 -0.046 0.049
H -1.356747 0.112517 3.226158 0.000 -0.008 0.018 0.103
H -3.383815 0.040489 4.642462 -0.005 -0.002 -0.015 0.111
H -4.747307 -2.018387 4.737435 0.012 -0.004 0.006 0.112
H -4.074516 -4.008978 3.437546 -0.004 0.007 -0.009 0.113
H -2.037442 -3.948576 2.047089 0.026 -0.014 0.036 0.125
C -1.036613 -2.486103 -1.556566 0.061 0.046 0.055 -0.100
C -1.162308 -1.318513 -2.530195 -0.123 -0.008 -0.013 -0.489
C -2.385078 -1.587927 -3.420315 0.059 0.011 -0.058 -0.093
P -1.118288 0.362705 -1.755672 0.508 -0.445 0.023 1.035
C -0.594023 1.531545 -3.103299 -0.166 -0.053 -0.030 -0.503
C 0.921903 1.666219 -3.192780 0.002 -0.016 0.075 -0.104
C -1.124001 1.199349 -4.501489 -0.061 0.102 0.005 -0.097
C -2.805901 0.862013 -1.188096 0.017 -0.112 -0.048 -0.511
C -3.407608 -0.185960 -0.246431 -0.017 0.036 -0.008 -0.092
C -3.785360 1.256650 -2.295947 -0.009 0.097 0.053 -0.083
H -0.926528 -3.409574 -2.127395 -0.022 0.002 0.001 0.099
H -1.924825 -2.584472 -0.930116 0.006 0.015 0.004 0.078
H -0.174442 -2.386467 -0.913093 0.058 -0.017 -0.015 0.020
H -0.262338 -1.305588 -3.155424 0.002 0.013 -0.007 0.103
H -3.272410 -1.762991 -2.812670 0.001 0.002 -0.003 0.073
H -2.195468 -2.501238 -3.987193 -0.009 -0.009 0.026 0.095
H -2.605667 -0.804099 -4.134933 -0.008 0.004 -0.003 0.050
H -1.005937 2.489578 -2.783306 -0.027 -0.006 0.027 0.105
H 1.361859 0.754066 -3.601426 -0.043 0.056 -0.021 0.073
H 1.382714 1.879344 -2.230074 0.003 0.031 0.005 0.047
H 1.166100 2.487034 -3.868431 0.012 -0.028 -0.033 0.101
H -0.718554 0.259197 -4.876812 0.005 -0.001 0.010 0.084
H -0.793214 1.988036 -5.179475 0.011 -0.015 -0.005 0.094
H -2.208575 1.161103 -4.558313 0.007 0.007 -0.012 0.058
H -2.603257 1.765908 -0.610596 0.024 0.020 0.014 0.090
H -3.730463 -1.075960 -0.786551 0.001 0.009 -0.011 0.072
H -4.286936 0.237923 0.240943 -0.012 -0.014 -0.009 0.094
H -2.713241 -0.495145 0.535247 -0.035 0.015 -0.006 0.039
H -4.107382 0.405738 -2.891936 0.015 -0.008 -0.005 0.071
H -3.372537 2.017326 -2.956809 -0.020 0.006 0.012 0.071
H -4.672899 1.687067 -1.828789 -0.008 -0.025 -0.002 0.092